19
Properties=species:S:1:pos:R:3:forces:R:3 method="wB97M-V/def2-TZVPD" multiplicity=1 e_tot_ev=-9830.199 lumo_ev=1.0 e_homo_ev=-8.918 de_lowest_kcal_mol=85.49
H 3.990745 0.715404 0.667048 -0.272 -0.217 -0.280
N 3.100594 0.516857 1.116498 0.258 -0.038 0.924
C 2.105109 0.593050 0.370624 -0.183 0.841 -0.674
C 1.435642 0.991483 -0.878192 0.497 0.174 -0.271
N 0.750777 0.602250 0.368437 0.166 -0.696 -0.210
C -0.133295 1.451836 1.126270 -0.456 0.247 0.040
H 1.471425 2.041231 -1.156030 -0.019 0.168 0.232
H 1.389449 0.345626 -1.744775 -0.307 -0.297 0.060
H -0.135428 1.109015 2.159581 0.015 0.126 0.007
H -1.142542 1.351396 0.724363 0.122 -0.114 0.109
H 0.131636 2.513587 1.071023 0.333 -0.040 0.106
H -3.403109 -0.653227 0.921650 0.510 -0.537 0.326
N -2.558041 -0.506721 0.375990 0.692 1.378 -0.919
C -1.911318 -1.520212 0.008509 -1.186 -2.778 -1.120
C -0.949207 -1.707806 -1.182401 1.266 0.936 2.181
H -2.320024 -2.512636 0.267884 0.269 -0.003 0.536
H 0.079577 -2.032860 -0.977652 -0.045 -0.011 1.259
H -1.196757 -2.605883 -1.756134 -0.989 1.015 -0.751
H -0.705235 -0.692390 -1.482694 -0.671 -0.155 -1.555